The following is a quantum chemistry calculation of C23H16BrN3O4ReSbSe4 as an isolated structure, from OMol25.

```
! wB97M-V def2-TZVPD RIJCOSX def2/J DEFGRID3
* xyz -1 4
Re 0.13471 -0.11340 0.03420
Se 2.17274 0.84854 -1.26740
Sb -2.05717 1.62462 -2.09248
Se -2.27036 -0.41367 -0.49623
Se 0.31364 0.14910 -2.41208
Se -3.15696 0.94736 -4.09548
C 6.19586 0.92896 -1.78092
O 6.86895 0.87190 -0.52724
C 6.31740 1.55729 0.50199
C 5.22081 2.40736 0.37336
C 4.70282 3.04073 1.49376
C 5.27519 2.83780 2.74286
C 6.41481 2.04839 2.84890
C 6.92463 1.39261 1.74675
N 4.85238 3.45209 3.98387
N 3.66511 3.56595 4.30856
C 2.61218 3.01496 3.48398
C 1.63603 3.87516 3.04921
C 0.64194 3.47700 2.13855
C 0.61029 2.17584 1.67778
O -0.26821 1.71726 0.81340
C 1.56561 1.25645 2.21643
N 1.46574 -0.03289 1.75066
C 2.29371 -0.95428 2.18503
C 3.28958 -0.64841 3.13596
C 3.42293 0.62811 3.59675
C 2.55313 1.64391 3.12504
H 6.74908 0.27164 -2.44593
H 6.20530 1.94318 -2.18577
H 5.16703 0.57736 -1.69158
H 4.74814 2.57221 -0.58480
H 3.84099 3.68467 1.37341
H 6.88337 1.94242 3.81993
H 7.79208 0.75057 1.82323
H 1.68016 4.90681 3.37770
H -0.09137 4.18205 1.77225
H 2.18074 -1.94068 1.75496
H 3.94466 -1.43682 3.47879
H 4.18797 0.87030 4.32344
Br -0.92941 -2.50470 2.77031
C -1.77069 -3.25945 1.24719
C -3.12738 -3.53373 1.31677
C -3.76670 -4.06642 0.20952
C -3.04699 -4.33090 -0.94689
C -1.69120 -4.06405 -0.99298
C -1.03408 -3.51061 0.10121
C 0.44289 -3.24677 0.00414
O 1.21392 -4.18519 0.04645
O 0.84167 -2.01141 -0.12236
H -3.67336 -3.31596 2.22411
H -4.82986 -4.26530 0.25074
H -3.54628 -4.73402 -1.81822
H -1.12325 -4.26344 -1.89277
*
```

The calculation puts the energy above the lowest of the compared OMol25 structures with the same formula, charge and spin at 51.51 kJ/mol. The maximum force comes out at 0.9 eV/A. For the energy, the calculation gives -376870.6602 eV. Its gap between HOMO and LUMO (alpha / beta) is 5.996 / 6.073 eV. The lowest unoccupied orbital energy (alpha / beta) is 0.0600 / 0.0516 Ha.

***

The following is a quantum chemistry calculation of C44H37N7O2STi as an isolated structure, from OMol25.

```
! wB97M-V def2-TZVPD RIJCOSX def2/J DEFGRID3
* xyz -2 1
Ti 0.35518 0.24465 0.01367
N -4.83292 7.38122 -5.12983
C -4.25997 6.66853 -4.41781
C -3.56331 5.79877 -3.54872
C -4.23344 4.92825 -2.67032
C -3.57264 4.09873 -1.80364
C -2.13715 4.04327 -1.70866
C -1.48050 4.91154 -2.65759
C -2.15231 5.73204 -3.51729
C -1.43174 3.19371 -0.84210
C -2.08417 2.17498 -0.02788
C -3.34515 2.09754 0.55615
C -3.45732 0.83780 1.21140
C -2.27783 0.18106 1.01672
N -1.42258 0.98624 0.27411
C 0.03017 3.21810 -0.78934
C 0.91453 4.28921 -0.85142
C 2.23368 3.77386 -0.78295
C 2.12023 2.41054 -0.67619
N 0.78459 2.06505 -0.66758
H -5.31894 4.90815 -2.67382
H -4.18178 3.44875 -1.20056
H -0.40442 4.89821 -2.72195
H -1.57807 6.34126 -4.20809
H -4.09032 2.87245 0.60768
H -4.31139 0.46379 1.75532
H -1.98819 -0.81693 1.31780
H 0.63580 5.32758 -0.93844
H 3.15642 4.33242 -0.83173
H 2.89406 1.65598 -0.63776
C 5.17692 -3.73306 5.79486
C 3.99960 -3.50090 4.88622
C 4.16785 -2.94199 3.62237
C 3.08295 -2.71201 2.79175
C 1.80619 -3.04271 3.22435
C 1.61649 -3.59797 4.48038
C 2.71166 -3.82835 5.30021
S 0.42603 -2.72917 2.14812
O -0.75987 -2.93352 2.94198
O 0.62082 -3.54208 0.97550
N 0.66276 -1.20720 1.70900
C 0.65879 -0.19240 2.65133
C 0.33479 -0.20395 4.01020
C 0.39727 1.00461 4.67605
C 0.74499 2.18004 4.01178
C 1.01064 2.10695 2.65965
N 0.98433 0.94093 2.01828
H 6.11457 -3.52050 5.28252
H 5.20785 -4.76693 6.14392
H 5.12320 -3.09091 6.67665
H 5.16267 -2.67569 3.28442
H 3.22341 -2.26303 1.81648
H 0.61369 -3.84257 4.80368
H 2.55901 -4.26223 6.28277
H 0.00814 -1.11226 4.49265
H 0.14569 1.04550 5.72944
H 0.77057 3.12703 4.53081
H 1.23969 2.96826 2.03946
N 6.11867 -0.35813 -4.09364
C 5.08274 -0.36537 -3.56855
C 3.83128 -0.38537 -2.93074
C 3.62817 -1.06481 -1.71309
C 2.41948 -1.13699 -1.10796
N 1.23165 -0.51849 -1.68107
C 1.46895 0.23221 -2.89585
C 2.67618 0.27531 -3.47144
H 4.45436 -1.57838 -1.23432
H 2.21420 -1.75328 -0.24424
H 0.64466 0.84621 -3.20639
H 2.77654 0.89207 -4.35627
C -0.58711 -2.19018 -3.63917
C -1.12316 -1.46138 -2.39343
C -1.82195 -0.17069 -2.84474
C 0.00673 -1.24620 -1.37605
C -2.12237 -2.38541 -1.68267
C -3.39772 -1.96110 -1.31688
C -4.28471 -2.81907 -0.67631
C -3.91283 -4.11834 -0.37769
C -2.63619 -4.54910 -0.71417
C -1.75802 -3.69152 -1.35260
H 0.09896 -1.55035 -4.19652
H -1.42021 -2.46288 -4.29266
H -0.05027 -3.09931 -3.36716
H -1.16628 0.43602 -3.46086
H -2.13624 0.44746 -2.00406
H -2.69797 -0.40496 -3.45483
H 0.28364 -2.23215 -1.00085
H -3.70280 -0.94078 -1.49615
H -5.26320 -2.45123 -0.39196
H -4.59837 -4.78277 0.13466
H -2.31040 -5.54934 -0.45590
H -0.75761 -4.04234 -1.57040
*
```

The calculation puts the energy above the lowest of the compared OMol25 structures with the same formula, charge and spin at 0.00 kJ/mol. The maximum force comes out at 0.7 eV/A. For the energy, the calculation gives -94706.2145 eV. Its gap between HOMO and LUMO is 3.785 eV. The lowest unoccupied orbital energy is 0.1250 Ha.

***

The following is a quantum chemistry calculation of a 2-piece molecular cluster, C6H12N2 overall at a distorted geometry, from OMol25.

```
! wB97M-V def2-TZVPD RIJCOSX def2/J DEFGRID3
* xyz 0 1
C 1.97710 -0.01429 -0.82084
C 0.70252 -0.21161 -1.59644
C 0.26205 -1.22504 -2.38259
N -1.11653 -1.01837 -2.49517
C -1.41695 0.00104 -1.67634
N -0.36616 0.55564 -1.12709
H 1.76692 -0.29258 0.20955
H 2.34074 1.00335 -0.95045
H 2.81319 -0.65624 -1.11518
H 0.75454 -1.89089 -3.06663
H -1.74925 -1.74655 -2.76327
H -2.39623 0.41510 -1.48835
C -0.37175 0.00708 2.86131
C -0.53188 1.25656 1.93512
H -0.92887 0.11887 3.78354
H -0.69031 -0.88362 2.32244
H 0.68574 -0.02768 3.09687
H -0.51017 2.09372 2.63304
H -1.48705 1.19288 1.43170
H 0.26236 1.32263 1.20877
*
```

The calculation puts the energy above the lowest of the compared OMol25 structures with the same formula, charge and spin at 46.17 kJ/mol. The maximum force comes out at 1.8 eV/A. The structure (SMILES) is Cc1c[nH]cn1.CC. For the energy, the calculation gives -9396.3712 eV. Its gap between HOMO and LUMO is 9.735 eV. The lowest unoccupied orbital energy is 0.0330 Ha.

***

The following is a quantum chemistry calculation of one molecule with the formula C11H14N2O3 at a distorted geometry, from OMol25.

```
! wB97M-V def2-TZVPD RIJCOSX def2/J DEFGRID3
* xyz 0 1
C 2.44537 2.37078 0.53083
O 1.56996 1.26644 0.85163
C 0.35262 1.40620 0.31208
O -0.05561 2.43637 -0.21320
C -0.53640 0.16918 0.23989
C -1.97878 0.44377 0.75357
C -2.45213 -0.94266 1.26868
C -2.26393 -1.67468 -0.02360
C -2.80972 -0.80220 -1.02276
C -2.79845 0.50475 -0.51412
N -0.08256 -1.19900 0.83486
C 0.51960 -2.22665 -0.06818
C 1.99814 -1.91958 -0.33108
C 2.10148 -0.71915 -1.11413
N 2.22681 0.19935 -1.81866
O 0.46390 -1.16245 1.98159
H 3.35810 2.20717 1.10508
H 2.66134 2.34024 -0.54510
H 1.98824 3.33086 0.80407
H -0.53366 -0.05424 -0.84532
H -1.96682 1.24237 1.50153
H -1.95228 -1.30980 2.16109
H -3.53266 -0.87751 1.47270
H -2.18167 -2.75576 -0.12404
H -3.21898 -1.13790 -1.97669
H -3.17104 1.43643 -0.93200
H 0.40181 -3.20294 0.42634
H -0.02995 -2.24056 -1.02081
H 2.54993 -1.80798 0.61526
H 2.41593 -2.77323 -0.88610
*
```

The calculation puts the energy above the lowest of the compared OMol25 structures with the same formula, charge and spin at 696.56 kJ/mol. The maximum force comes out at 3.1 eV/A. For the energy, the calculation gives -20751.1883 eV. Its gap between HOMO and LUMO (alpha / beta) is 7.608 / 8.381 eV. The lowest unoccupied orbital energy (alpha / beta) is 0.0013 / -0.0074 Ha.

***

The following is a quantum chemistry calculation of one molecule with the formula C2H2FP at a distorted geometry, from OMol25.

```
! wB97M-V def2-TZVPD RIJCOSX def2/J DEFGRID3
* xyz 0 1
C -0.16238 1.42014 0.03521
C -0.69911 -1.18608 -0.20687
F 1.76539 -0.22043 0.44370
P 0.50659 0.01844 -0.64585
H -1.06745 1.73693 -0.39850
H -0.34304 -1.76899 0.77232
*
```

The calculation puts the energy above the lowest of the compared OMol25 structures with the same formula, charge and spin at 559.18 kJ/mol. The maximum force comes out at 3.5 eV/A. For the energy, the calculation gives -14105.7158 eV. Its gap between HOMO and LUMO (alpha / beta) is 7.763 / 7.761 eV. The lowest unoccupied orbital energy (alpha / beta) is -0.0772 / -0.0772 Ha.

***

The following is a quantum chemistry calculation of a 2-piece molecular cluster, C16H18NO8S3 overall at a distorted geometry, from OMol25.

```
! wB97M-V def2-TZVPD RIJCOSX def2/J DEFGRID3
* xyz -1 1
C 1.32269 -1.54035 1.88989
C 0.55296 -2.57251 1.02517
C -0.39231 -1.94510 -0.03302
O -1.12056 -0.82217 0.52734
C -0.66699 0.27928 -0.19189
O -1.26939 0.65046 -1.13520
C 0.61590 1.01406 0.12363
S 0.83337 2.33445 -1.15099
C 2.51262 2.74553 -1.05099
N 3.31716 3.08185 -2.06330
C 4.70236 3.41363 -1.74712
C 4.97413 2.65457 -0.42787
S 3.36272 2.75209 0.50466
O 1.40319 -3.61081 0.50065
C 2.11312 -3.26182 -0.58108
O 2.54796 -2.18199 -0.81983
C 2.31875 -4.39744 -1.60368
S 2.87667 -3.62503 -3.17745
H 1.59937 -2.08554 2.80636
H 2.26167 -1.21900 1.43541
H 0.67486 -0.72522 2.21596
H -0.10657 -3.06805 1.74641
H 0.10575 -1.57966 -0.93690
H -1.15971 -2.69535 -0.26046
H 0.67630 1.43759 1.12880
H 1.45454 0.32064 -0.03835
H 2.95260 3.10417 -3.00554
H 5.34943 2.89173 -2.46527
H 4.91830 4.48609 -1.71985
H 5.07787 1.57604 -0.55545
H 5.66110 3.12673 0.27541
H 1.31970 -4.79615 -1.81121
H 3.01724 -5.15684 -1.24775
H 2.44091 -4.54443 -4.07445
C -6.87680 1.29855 1.62960
C -6.57011 0.17039 0.86794
C -5.07224 0.00032 0.56526
O -4.61531 -0.97676 -0.02925
C -4.16766 1.04687 0.99919
C -4.47913 2.17896 1.74958
C -5.96158 2.29320 2.14311
O -6.38812 3.19419 2.86663
O -3.68818 3.06843 2.11687
O -7.36386 -0.68146 0.43265
H -7.91198 1.48549 1.89681
H -3.15273 0.88039 0.67956
*
```

The maximum force comes out at 2.2 eV/A. For the energy, the calculation gives -67254.7244 eV. Its gap between HOMO and LUMO is 1.779 eV. The lowest unoccupied orbital energy is -0.0031 Ha.

***

The following is a quantum chemistry calculation of a 8-piece molecular cluster, C6H24O9 overall at a distorted geometry, from OMol25.

```
! wB97M-V def2-TZVPD RIJCOSX def2/J DEFGRID3
* xyz 0 1
C 3.60793 -0.07906 1.00964
C 2.54648 0.35881 0.33005
C 2.31007 0.09380 -1.10352
C 1.43757 0.97774 1.13749
C 0.25833 -0.08421 1.42714
C -0.74945 -0.07645 0.34994
O -1.12151 -1.15882 -0.09436
O -1.35265 1.08147 0.01599
H 4.43132 -0.61645 0.54450
H 3.62316 -0.00711 2.07326
H 1.34806 -0.43360 -1.26692
H 2.17320 1.00079 -1.69287
H 3.07870 -0.46813 -1.63862
H 1.13265 1.87909 0.59189
H 1.57532 1.41434 2.11668
H -0.21502 0.20793 2.35655
H 0.85784 -0.94124 1.58713
H -1.89860 0.94511 -0.83697
O -2.47807 1.04071 -2.42443
H -2.10993 1.86101 -2.81488
H -3.34806 1.33906 -2.08681
O -2.92675 -1.09623 2.96956
H -2.79709 -1.98082 2.61063
H -3.49030 -0.67750 2.31033
O 2.40937 -3.22181 -0.09713
H 2.58949 -2.26755 -0.20338
H 1.51510 -3.28367 0.31372
O 0.31785 2.77999 -2.63265
H 1.20577 3.10387 -2.47197
H 0.41000 2.05857 -3.25854
O -3.79269 -0.84991 -0.76048
H -3.91205 -0.76137 -1.70366
H -2.86522 -0.70071 -0.49883
O -0.09093 -3.90677 0.45800
H -0.69060 -4.58549 0.10859
H -0.78807 -3.20105 0.28128
O -0.81248 3.65971 1.27769
H -0.92829 2.71884 1.30085
H -0.46045 3.87714 0.41509
*
```

The calculation puts the energy above the lowest of the compared OMol25 structures with the same formula, charge and spin at 0.00 kJ/mol. The maximum force comes out at 4.0 eV/A. The structure (SMILES) is C=C(C)CCC(=O)O.O.O.O.O.O.O.O. For the energy, the calculation gives -25038.3456 eV. Its gap between HOMO and LUMO is 9.499 eV. The lowest unoccupied orbital energy is -0.0056 Ha.

***

The following is a quantum chemistry calculation of C4H16AsBBaF4N5O9P2 as an isolated structure, from OMol25.

```
! wB97M-V def2-TZVPD RIJCOSX def2/J DEFGRID3
* xyz -1 1
Ba -0.05887 1.07036 0.64564
N 3.04364 -0.65177 -0.84028
N 3.50776 -1.12652 0.38769
C 2.74469 -1.45464 1.43796
N 3.40545 -1.69080 2.59280
N 1.43169 -1.50016 1.20797
N 0.62824 -1.85371 2.24763
O 0.97845 -2.66535 3.09191
O -0.48849 -1.34444 2.23536
H 2.76315 0.32039 -0.73790
H 2.26181 -1.21969 -1.14113
H 4.49695 -1.02678 0.53608
H 4.08794 -0.97367 2.80833
H 2.83015 -1.99363 3.36272
O -2.40988 1.63447 -2.18831
P -2.94309 2.48488 -0.91192
O -4.38219 2.73378 -1.04056
O -2.38904 1.81745 0.33626
O -2.09202 3.87663 -1.09509
P -0.48825 3.97093 -1.01298
O -0.23515 3.94695 0.61695
O 0.00952 5.23347 -1.57156
O 0.04345 2.61276 -1.45259
H -1.45193 1.81069 -2.27951
H 0.27891 4.72193 0.86726
C -1.33404 -3.35181 -0.81945
As -1.64592 -1.44813 -1.17767
C -3.45906 -1.33402 -0.47186
C -2.08595 -1.57747 -3.07498
H -2.15569 -3.95665 -1.20515
H -1.25290 -3.50427 0.25710
H -0.40174 -3.67291 -1.28449
H -4.06780 -2.14511 -0.87426
H -3.88759 -0.37102 -0.74335
H -3.42808 -1.40096 0.61502
H -2.82594 -2.36177 -3.23896
H -1.18957 -1.79795 -3.65424
H -2.48888 -0.61601 -3.38847
F 4.11668 1.03988 2.45842
B 2.95269 1.79185 2.21340
F 3.06237 3.07759 2.66314
F 2.68571 1.76232 0.80296
F 1.83283 1.13291 2.82010
*
```

The calculation puts the energy above the lowest of the compared OMol25 structures with the same formula, charge and spin at 58.61 kJ/mol. The maximum force comes out at 0.4 eV/A. For the energy, the calculation gives -121959.7524 eV. Its gap between HOMO and LUMO is 8.435 eV. The lowest unoccupied orbital energy is 0.0631 Ha.

***

The following is a quantum chemistry calculation of C4H20BNaO4 as an isolated structure at a distorted geometry, from OMol25.

```
! wB97M-V def2-TZVPD RIJCOSX def2/J DEFGRID3
* xyz 0 1
Na 0.60270 0.35665 -0.01820
B -0.51498 2.50792 1.06944
H -0.60302 1.52654 1.50920
H -1.43306 3.05911 1.20192
H 0.25486 3.07275 1.57198
H -0.37808 2.50088 -0.00082
C 3.58281 -0.19780 0.78933
O 2.81934 0.78310 1.52869
H 2.98640 -0.87001 0.17247
H 4.18040 0.30571 0.02941
H 4.21261 -0.85497 1.38898
H 3.33785 1.53636 1.82082
C -1.24785 -1.47641 1.97587
O -0.08537 -0.72070 2.05367
H -2.06978 -1.17946 2.62731
H -1.55133 -1.45387 0.92921
H -0.95175 -2.50113 2.20029
H -0.06860 -0.35148 2.93967
C -2.70124 1.32592 -2.59526
O -1.50261 1.34126 -1.82037
H -2.63211 0.62303 -3.42548
H -3.45600 0.94017 -1.90997
H -3.14065 2.28159 -2.88113
H -1.62804 1.91589 -1.06164
C 0.00067 -2.29832 -1.84056
O 1.10334 -2.24418 -0.90304
H -0.31371 -3.33219 -1.98332
H -0.80994 -1.64944 -1.50893
H 0.37038 -1.92118 -2.79407
H 1.63670 -3.02568 -1.06549
*
```

The calculation puts the energy above the lowest of the compared OMol25 structures with the same formula, charge and spin at 121.78 kJ/mol. The maximum force comes out at 4.5 eV/A. For the energy, the calculation gives -17751.5772 eV. Its gap between HOMO and LUMO is 8.297 eV. The lowest unoccupied orbital energy is -0.0051 Ha.